Model w:
Formula: C17H25F3N4O3
Source: the OMol25 dataset
Level of theory: ωB97M-V with the def2-TZVPD basis set

Geometry as ORCA input:
```
! wB97M-V def2-TZVPD RIJCOSX def2/J DEFGRID3
* xyz 0 1
F -0.251 -1.656 6.135
F -1.460 -3.249 5.306
F 0.626 -3.600 5.765
O 0.061 -4.401 -0.439
O 1.382 -5.168 1.185
O 2.112 -1.354 -0.388
N 1.020 0.525 -1.014
N -1.752 0.384 -1.034
N -0.375 -1.972 1.043
N -3.056 0.506 -1.304
C 0.579 -2.985 1.495
C 0.155 -2.245 3.880
C 1.064 -0.751 -0.595
C 0.199 -3.426 2.921
C -0.356 -0.814 1.937
C 1.557 -6.359 0.409
C -2.792 -1.617 -0.830
C 2.662 2.264 -0.318
C 0.597 -4.235 0.626
C -1.571 -0.898 -0.750
C -3.017 -3.071 -0.571
C 2.215 1.267 -1.383
C -0.254 -1.516 -0.358
C -0.788 -1.177 3.344
C -0.234 -2.689 5.269
C 3.141 1.596 0.962
C -3.714 -0.669 -1.190
H 0.599 -6.850 0.245
H -1.025 -0.059 1.523
H 3.462 2.876 -0.744
H 2.350 0.990 1.405
H -1.811 -1.561 3.326
H 2.217 -6.993 0.991
H -4.044 -3.350 -0.808
H -0.789 -3.894 2.884
H 1.160 -1.822 3.981
H -2.343 -3.688 -1.164
H -0.768 -0.289 3.977
H 0.107 0.937 -1.156
H 1.610 -2.607 1.494
H 2.009 1.792 -2.318
H 3.982 0.930 0.763
H 0.913 -4.169 3.267
H -2.822 -3.309 0.475
H -4.773 -0.745 -1.373
H 3.453 2.337 1.699
H -0.140 -2.410 -0.968
H 2.004 -6.120 -0.554
H 0.652 -0.368 1.978
H 1.833 2.945 -0.099
H 3.004 0.538 -1.570
H -3.425 1.403 -1.560
*
```

The LUMO energy comes out at 0.73 eV. The structure (SMILES) is CCCNC(=O)[C@H](c1n[nH]cc1C)N1CC[C@@H](C(F)(F)F)C[C@H]1C(=O)OC. The calculation puts the HOMO-LUMO gap at 9.424 eV.

These are the Mulliken partial charges, in e, on atoms 1 to 8:
1. F -0.28
2. F -0.28
3. F -0.28
4. O -0.62
5. O -0.33
6. O -0.70
7. N 0.02
8. N -0.61

***

Model x:
Formula: C17H25F3N4O3
Source: the OMol25 dataset
Level of theory: ωB97M-V with the def2-TZVPD basis set

Geometry as ORCA input:
```
! wB97M-V def2-TZVPD RIJCOSX def2/J DEFGRID3
* xyz 0 1
F 1.047 -0.748 5.371
F 2.796 -0.834 4.099
F 2.100 1.071 4.856
O 0.726 2.398 -1.091
O 2.616 1.420 -0.395
O -1.418 0.255 -2.840
N -1.298 -2.733 -1.426
N -0.925 -4.001 -1.624
N -2.336 0.468 -0.778
N 0.199 -0.377 0.384
C -0.161 -2.068 -1.306
C 0.802 0.051 3.159
C -0.127 -0.594 -1.024
C -3.689 2.546 -0.942
C 1.528 0.813 2.052
C 3.287 2.028 -1.510
C 0.965 -2.916 -1.423
C 0.420 -4.158 -1.631
C -1.364 0.088 -1.638
C 1.308 1.690 -0.313
C -0.561 -1.067 1.408
C -3.593 1.049 -1.220
C 0.628 0.943 0.825
C -2.669 3.357 -1.730
C 1.689 -0.116 4.370
C 0.299 -1.295 2.642
C 2.402 -2.514 -1.352
H -2.223 0.253 0.195
H 3.223 3.112 -1.444
H -0.281 -1.806 3.412
H -1.651 3.045 -1.498
H 2.432 0.275 1.767
H 0.877 -5.120 -1.788
H -1.452 -0.492 1.729
H 2.833 1.702 -2.444
H 2.698 -1.945 -2.237
H -1.628 -4.702 -1.768
H -0.243 1.569 1.082
H -0.917 -2.013 1.007
H -4.410 0.516 -0.730
H -2.757 4.421 -1.505
H -2.816 3.222 -2.803
H 3.053 -3.385 -1.285
H 0.700 -0.191 -1.614
H -3.663 0.860 -2.291
H 1.147 -1.929 2.374
H -0.053 0.642 3.506
H -4.704 2.870 -1.188
H 4.319 1.698 -1.446
H 1.820 1.805 2.400
H -3.562 2.719 0.132
H 2.585 -1.882 -0.481
*
```

The LUMO energy comes out at 0.67 eV. The structure (SMILES) is CCCNC(=O)[C@H](c1n[nH]cc1C)N1CC[C@@H](C(F)(F)F)C[C@H]1C(=O)OC. The calculation puts the HOMO-LUMO gap at 9.312 eV.

These are the Mulliken partial charges, in e, on atoms 1 to 8:
1. F -0.29
2. F -0.28
3. F -0.28
4. O -0.60
5. O -0.30
6. O -0.70
7. N -0.58
8. N -0.12

***

Order of stability, best first: model w, model x